Density functional theory data (wB97M-V/def2-TZVPD) for a molecular structure, C42H45N5O3PPtS5 at a distorted geometry.

Values from the calculation:
Net charge   +1
Energy above the lowest of the compared OMol25 structures with the same formula, charge and spin   2.3822 eV

Cartesian coordinates (Å):
Pt: 0.44 -0.09 -0.02
N: 6.91 4.26 -0.92
C: 5.65 3.85 -0.58
C: 5.14 4.10 0.70
C: 3.88 3.69 1.05
C: 3.10 2.99 0.12
C: 3.60 2.72 -1.16
C: 4.86 3.15 -1.50
S: 1.45 2.57 0.45
O: 0.96 1.96 -0.79
O: 0.80 3.67 1.06
N: 1.25 1.20 1.36
C: 2.03 0.99 2.54
N: 2.58 2.08 3.03
C: 3.27 1.93 4.15
C: 3.43 0.71 4.76
C: 2.84 -0.36 4.13
N: 2.13 -0.23 3.01
H: 7.39 4.91 -0.32
H: 7.19 4.26 -1.88
H: 5.75 4.65 1.42
H: 3.48 3.92 2.02
H: 2.99 2.19 -1.87
H: 5.25 2.95 -2.50
H: 3.72 2.83 4.57
H: 4.00 0.59 5.68
H: 2.92 -1.37 4.52
S: 2.66 -0.49 -0.13
C: 2.51 -1.32 -1.67
C: 3.61 -1.75 -2.40
C: 3.38 -2.38 -3.60
C: 2.08 -2.54 -4.05
C: 1.05 -2.07 -3.26
N: 1.26 -1.47 -2.08
H: 4.61 -1.60 -2.01
H: 4.22 -2.74 -4.20
H: 1.86 -3.03 -4.99
H: 0.02 -2.19 -3.57
O: -1.44 0.56 -0.45
C: -2.03 1.59 -1.28
C: -3.56 1.39 -1.22
C: -4.26 0.27 -0.91
C: -5.68 0.46 -0.96
C: -6.02 1.73 -1.30
S: -4.63 2.70 -1.53
C: -1.78 2.96 -0.66
C: -1.96 3.26 0.66
C: -1.77 4.64 0.95
C: -1.46 5.36 -0.16
S: -1.39 4.37 -1.56
C: -1.64 1.55 -2.78
C: -2.33 2.11 -3.82
C: -1.70 1.92 -5.09
C: -0.55 1.21 -5.00
S: -0.23 0.79 -3.38
H: -3.79 -0.66 -0.66
H: -6.40 -0.32 -0.75
H: -7.00 2.15 -1.42
H: -2.21 2.51 1.40
H: -1.86 5.08 1.94
H: -1.27 6.42 -0.24
H: -3.26 2.64 -3.70
H: -2.09 2.31 -6.02
H: 0.12 0.91 -5.79
C: -0.73 -4.67 1.52
C: 0.21 -3.48 1.28
C: 1.03 -3.80 0.03
C: 1.18 -3.31 2.45
P: -0.77 -1.89 0.97
C: -2.01 -2.42 -0.26
C: -3.10 -3.19 0.14
C: -4.01 -3.66 -0.79
C: -3.86 -3.36 -2.13
C: -2.79 -2.58 -2.55
C: -1.87 -2.12 -1.62
C: -1.71 -1.32 2.52
C: -2.92 -0.50 2.07
C: -0.82 -0.41 3.36
C: -2.17 -2.47 3.42
H: -0.09 -5.54 1.70
H: -1.35 -4.89 0.65
H: -1.38 -4.56 2.39
H: 1.55 -4.74 0.20
H: 1.77 -3.03 -0.15
H: 0.41 -3.91 -0.86
H: 1.86 -4.16 2.45
H: 0.66 -3.29 3.41
H: 1.75 -2.40 2.34
H: -3.25 -3.43 1.18
H: -4.85 -4.26 -0.45
H: -4.58 -3.73 -2.86
H: -2.69 -2.31 -3.59
H: -1.08 -1.48 -1.95
H: -2.66 0.26 1.34
H: -3.33 0.00 2.96
H: -3.71 -1.12 1.65
H: -0.52 0.49 2.82
H: 0.07 -0.91 3.72
H: -1.40 -0.09 4.23
H: -2.86 -3.16 2.95
H: -2.70 -2.00 4.26
H: -1.34 -3.03 3.85

Löwdin population analysis, charges in e, atoms 1 to 8: atom 1 (Pt): 1.136, atom 2 (N): 0.127, atom 3 (C): -0.302, atom 4 (C): -0.012, atom 5 (C): -0.055, atom 6 (C): -0.303, atom 7 (C): -0.066, atom 8 (C): -0.015

Density functional theory data (wB97M-V/def2-TZVPD) for a molecular structure, C4H4O2.

Values from the calculation:
Net charge   0
Energy above the lowest of the compared OMol25 structures with the same formula, charge and spin   3.5608 eV

Cartesian coordinates (Å):
O: 2.42 -0.95 -0.36
C: 1.33 -0.54 -0.07
O: 1.07 0.65 0.57
C: -0.34 0.53 0.70
C: -0.81 0.01 -0.70
C: -0.02 -1.16 -0.28
H: -0.82 1.42 1.08
H: -1.89 -0.11 -0.79
H: -0.39 0.64 -1.49
H: -0.54 -0.29 1.42

Löwdin population analysis, charges in e, atoms 1 to 8: atom 1 (O): 0.138, atom 2 (C): -0.529, atom 3 (O): 0.022, atom 4 (C): -0.187, atom 5 (C): -0.145, atom 6 (C): 0.179, atom 7 (H): 0.150, atom 8 (H): 0.109

Density functional theory data (wB97M-V/def2-TZVPD) for 2 unconnected molecules or ions with the total composition C3H6Br2O at a distorted geometry.

Values from the calculation:
Net charge   0
Multiplicity   3
Energy above the lowest of the compared OMol25 structures with the same formula, charge and spin   1.7732 eV

Cartesian coordinates (Å):
C: 1.08 0.04 -2.00
C: 0.14 0.27 2.19
C: -1.26 -0.36 0.43
O: -0.60 0.47 1.19
Br: -2.36 0.66 -0.72
Br: -1.97 -1.87 1.36
H: 1.25 -1.03 -2.29
H: 1.81 0.80 -2.12
H: 0.75 0.13 -0.90
H: 0.26 0.56 -2.42
H: 0.06 -0.67 2.70
H: 0.83 1.00 2.57

Löwdin population analysis, charges in e, atoms 1 to 8: atom 1 (C): -0.045, atom 2 (C): -0.082, atom 3 (C): -1.180, atom 4 (O): -0.281, atom 5 (Br): 0.737, atom 6 (Br): 0.702, atom 7 (H): 0.049, atom 8 (H): 0.003

Density functional theory data (wB97M-V/def2-TZVPD) for CH3FP2 in the gas phase at a distorted geometry.

Values from the calculation:
Net charge   0
Energy above the lowest of the compared OMol25 structures with the same formula, charge and spin   0.0950 eV

Cartesian coordinates (Å):
F: -2.32 -0.98 0.24
P: -1.93 0.60 -0.13
C: -0.21 0.63 -0.08
P: 1.12 -0.53 -0.56
H: 0.14 1.60 -0.08
H: 2.18 0.06 0.25
H: 1.02 -1.39 0.36

Just the Löwdin charges please, in e? Sure, here they are: atom 1 (F): -0.449, atom 2 (P): 0.844, atom 3 (C): -0.773, atom 4 (P): 0.743, atom 5 (H): -0.071, atom 6 (H): -0.087, atom 7 (H): -0.207